(1)
This record from OMol25 describes a cluster of 2 separate species, C2H9N5O in total at a distorted geometry. The level of theory is ωB97M-V with the def2-TZVPD basis set.

The SMILES is NC(N)=O.C=NNN. The calculation puts the HOMO energy at -7.82 eV. Its energy is -11714.061 eV. The energy above the lowest of the compared OMol25 structures with the same formula, charge and spin is 125.6 kcal/mol. The calculation puts the gap between HOMO and LUMO at 8.7974 eV. Its spin multiplicity is 1.

Last columns: bonded neighbours and bond lengths (Å).
CARTESIAN COORDINATES (ANGSTROEM)
1 N -0.1384 -1.1776 0.2700  N2 1.393, N4 1.585, H5 1.021
2 N -1.5110 -1.1972 0.5066  N1 1.393, H6 1.019, H7 1.023
3 C 2.0797 -1.2487 1.2561  N4 1.272, H8 1.099, H9 1.098
4 N 0.9926 -0.5893 1.2118  N1 1.585, C3 1.272
5 H 0.2003 -1.8202 -0.4477  N1 1.021
6 H -1.7499 -0.4369 1.1412  N2 1.019
7 H -1.9444 -1.0052 -0.4003  N2 1.023
8 H 2.8979 -0.8335 1.8610  C3 1.099
9 H 2.2096 -2.2832 0.9124  C3 1.098
10 C -0.0269 0.9354 -0.8516  N11 1.396, N12 1.405, O13 1.265
11 N -1.0836 0.8567 -1.7601  C10 1.396, H15 1.011, H16 1.012
12 N -0.3505 1.7198 0.2687  C10 1.405, H14 1.019, H17 1.013
13 O 1.1598 0.9552 -1.2890  C10 1.265
14 H -0.1969 1.1917 1.1266  N12 1.019
15 H -1.9573 1.2371 -1.4220  N11 1.011
16 H -0.8160 1.1501 -2.6905  N11 1.012
17 H 0.2350 2.5457 0.3068  N12 1.013



(2)
This record from OMol25 describes the molecule C2H9N6O2P at a distorted geometry. The level of theory is ωB97M-V with the def2-TZVPD basis set.

The calculation puts the HOMO energy (spin up / spin down) at -4.57 / -9.36 eV. Its energy is -24542.019 eV. The calculation puts the gap between HOMO and LUMO (spin up / spin down) at 5.2553 / 6.5722 eV. Its spin multiplicity is 3.

Last columns: bonded neighbours and bond lengths (Å).
CARTESIAN COORDINATES (ANGSTROEM)
1 C 2.1496 -0.2158 0.1239  N3 1.249, N4 1.355, N5 1.384
2 C -2.1868 0.1473 0.0676  N6 1.491, N7 1.263, N8 1.339
3 N 0.9874 -0.0184 -0.2891  C1 1.249, P11 1.653
4 N 2.8232 -1.2529 -0.4311  C1 1.355, H12 1.050, H13 0.966
5 N 2.9329 0.5049 1.0091  C1 1.384, H14 0.978, H15 1.005
6 N -3.2064 -0.3397 1.0402  C2 1.491, H16 1.057, H17 1.029
7 N -2.1777 -0.1848 -1.1507  C2 1.263, H18 1.017
8 N -1.2585 0.9643 0.5802  C2 1.339, P11 1.682, H20 0.984
9 O 0.8365 2.6271 0.4231  P11 1.470
10 O -0.3255 1.5328 -1.7316  P11 1.689, H19 0.990
11 P 0.1961 1.4241 -0.1284  N3 1.653, N8 1.682, O9 1.470, O10 1.689
12 H 3.8708 -1.2110 -0.4877  N4 1.050
13 H 2.2611 -1.7608 -1.0299  N4 0.966
14 H 2.5556 1.2958 1.4428  N5 0.978
15 H 3.9325 0.4023 1.0406  N5 1.005
16 H -4.1882 -0.0151 0.8221  N6 1.057
17 H -2.9467 0.0334 1.9635  N6 1.029
18 H -3.0473 -0.6480 -1.4035  N7 1.017
19 H -1.0087 0.8213 -1.6425  O10 0.990
20 H -1.6049 1.3811 1.4013  N8 0.984



(3)
This record from OMol25 describes a cluster of 2 separate species, C2H9NO in total at a distorted geometry. The level of theory is ωB97M-V with the def2-TZVPD basis set.

The SMILES is CCN.O. The calculation puts the HOMO energy at -9.42 eV. Its energy is -5756.657 eV. The energy above the lowest of the compared OMol25 structures with the same formula, charge and spin is 20.0 kcal/mol. The calculation puts the gap between HOMO and LUMO at 10.3994 eV. Its spin multiplicity is 1.

Last columns: bonded neighbours and bond lengths (Å).
CARTESIAN COORDINATES (ANGSTROEM)
1 C 0.4813 0.6486 -0.4715  C2 1.480, H4 1.100, H5 1.108, H6 1.126
2 C 1.3607 1.8294 -0.3196  C1 1.480, N3 1.518, H7 1.082, H8 1.193
3 N 2.6419 1.6390 -1.1109  C2 1.518, H9 1.008, H10 1.011
4 H -0.5494 0.6850 -0.0878  C1 1.100
5 H 0.6668 0.3550 -1.5239  C1 1.108
6 H 0.7817 -0.2434 0.1458  C1 1.126
7 H 0.9279 2.7971 -0.5371  C2 1.082
8 H 1.7326 1.7563 0.8114  C2 1.193
9 H 2.8922 2.5467 -1.4718  N3 1.008
10 H 3.4088 1.3857 -0.5022  N3 1.011
11 H -4.3652 -4.2618 1.0699  O13 0.963
12 H -5.3050 -4.2851 2.2335  O13 0.970
13 O -4.6742 -4.8526 1.7644  H11 0.963, H12 0.970